Record 1
The following is a quantum chemistry calculation of a 4-piece molecular cluster, C6H22N2O3 overall at a distorted geometry, from OMol25.

```
33
Properties=species:S:1:pos:R:3
C -0.135 2.862 -1.020
C 0.356 1.467 -0.612
C -0.595 0.821 0.416
C -0.033 -0.580 0.882
C -1.192 -1.118 1.836
N -0.771 -2.048 2.867
N 0.360 -1.504 -0.126
C 1.767 -1.680 -0.270
H 0.233 3.276 -1.971
H 0.227 3.576 -0.277
H -1.213 3.008 -1.134
H 0.220 0.807 -1.454
H 1.337 1.437 -0.143
H -1.573 0.678 -0.054
H -0.775 1.356 1.340
H 0.752 -0.289 1.604
H -2.057 -1.535 1.341
H -1.540 -0.207 2.321
H -0.279 -1.656 3.651
H -0.391 -2.909 2.518
H -0.233 -1.858 -0.848
H 2.292 -1.667 0.686
H 2.243 -0.847 -0.859
H 2.065 -2.574 -0.809
O 0.329 -1.397 -2.982
H -0.507 -0.904 -2.995
H 1.041 -0.913 -2.578
O 1.582 1.166 2.645
H 2.522 1.211 2.401
H 1.432 2.013 3.057
O -2.237 -0.013 -2.807
H -2.416 0.700 -3.426
H -2.812 -0.677 -3.199
```

Computed properties:
- electronic energy (eV) = -15700.4657
- HOMO energy (eV) = -7.30
- F_max (eV/Å) = 3.35
- SMILES string = CCC[C@@H](CN)NC.O.O.O
- multiplicity = 1
- energy above the lowest of the compared OMol25 structures with the same formula, charge and spin (kJ/mol) = 141.03


Record 2
The following is a quantum chemistry calculation of a 4-piece molecular cluster, C6H22N2O3 overall at a distorted geometry, from OMol25.

```
33
Properties=species:S:1:pos:R:3
C -3.086 -0.074 1.124
C -2.639 -1.316 1.730
C -1.281 -1.795 1.091
N -0.180 -0.997 1.447
C 1.130 -1.353 0.987
C 2.216 -0.146 0.655
C 2.331 0.254 -0.843
N 1.838 1.611 -1.070
H -2.483 0.772 1.060
H -4.110 0.246 1.520
H -3.290 -0.414 -0.072
H -3.442 -1.929 1.514
H -2.705 -1.357 2.838
H -1.430 -2.024 0.033
H -1.132 -2.848 1.341
H -0.289 0.008 1.347
H 1.315 -1.961 0.055
H 1.530 -1.788 1.950
H 1.679 0.793 1.219
H 3.155 0.026 1.160
H 3.387 0.231 -1.138
H 1.924 -0.417 -1.691
H 2.463 2.375 -0.982
H 0.930 1.803 -0.803
O -0.631 -2.218 -3.225
H -1.453 -1.820 -2.817
H -0.239 -1.538 -3.634
O 1.295 2.916 2.004
H 1.105 2.829 2.952
H 0.601 3.615 1.605
O 0.417 1.851 -4.103
H -0.174 2.513 -3.534
H 1.247 2.155 -3.723
```

Computed properties:
- electronic energy (eV) = -15697.6883
- HOMO energy (eV) = -8.23
- F_max (eV/Å) = 5.98
- SMILES string = CCCNCCCN.O.O.O
- multiplicity = 1
- energy above the lowest of the compared OMol25 structures with the same formula, charge and spin (kJ/mol) = 409.00


Record 3
The following is a quantum chemistry calculation of a 6-piece molecular cluster, C6H22NO6 overall at a distorted geometry, from OMol25.

```
35
Properties=species:S:1:pos:R:3
C 0.721 -0.287 2.493
O 0.839 -1.311 1.514
C 0.338 1.043 1.883
C 1.484 1.586 1.008
C 1.238 3.060 0.603
N -0.488 2.439 -2.741
C -0.082 2.257 -1.400
C 0.661 3.190 -0.818
H 1.709 -0.259 2.995
H 0.046 -0.712 3.250
H -0.517 0.893 1.212
H -0.005 1.793 2.598
H 2.428 1.552 1.555
H 1.521 0.974 0.111
H 0.461 3.515 1.222
H 2.194 3.579 0.612
H -0.997 1.664 -3.129
H -0.687 3.339 -3.114
H -0.432 1.297 -1.050
H 1.093 4.032 -1.349
H 3.003 -2.506 1.857
H 1.497 -2.720 1.849
O 2.354 -3.210 1.953
H -2.003 -1.739 0.868
H -2.738 -1.023 -0.184
O -2.913 -1.570 0.606
H -1.838 -0.642 -2.644
H -0.740 -0.603 -1.582
O -1.743 -0.377 -1.715
H -1.736 -3.266 -1.185
H -1.874 -2.636 -2.501
O -2.215 -3.393 -2.016
H 1.291 -0.719 -1.348
H 0.639 -0.932 0.509
O 0.512 -1.005 -0.862
```

Computed properties:
- electronic energy (eV) = -20354.6984
- HOMO energy (eV) = -5.04
- net charge = -1
- F_max (eV/Å) = 2.28
- multiplicity = 1
- energy above the lowest of the compared OMol25 structures with the same formula, charge and spin (kJ/mol) = 39.76


Record 4
The following is a quantum chemistry calculation of a 7-piece molecular cluster, C6H22O7 overall at a distorted geometry, from OMol25.

```
35
Properties=species:S:1:pos:R:3
C 2.500 1.293 -0.094
C 1.325 1.133 -0.710
C 1.196 2.125 -1.796
C 0.491 -0.027 -0.379
C -0.405 -0.601 -1.515
C 0.330 -0.982 -2.705
O 0.498 -0.213 -3.655
H 3.211 1.958 -0.468
H 2.697 0.676 0.808
H 0.161 2.450 -1.917
H 1.346 1.866 -2.908
H 1.920 3.000 -1.776
H 1.159 -0.797 0.068
H -0.044 0.468 0.510
H -1.048 0.270 -1.729
H -1.066 -1.502 -1.151
H 1.007 -1.842 -2.681
O -0.345 2.469 1.816
H 0.212 2.684 1.093
H 0.121 1.842 2.433
O 1.419 -3.293 0.046
H 1.281 -2.483 0.532
H 0.536 -3.560 -0.106
O -2.878 -1.118 0.407
H -3.423 -1.035 1.203
H -2.603 -0.129 0.474
O 0.487 -0.493 2.903
H 0.062 -1.276 2.878
H 1.309 -0.702 2.435
O -0.870 -2.526 1.183
H -1.333 -3.301 1.073
H -1.530 -1.806 1.005
O -2.685 1.434 0.862
H -3.283 2.075 0.525
H -1.757 1.942 1.338
```

Computed properties:
- electronic energy (eV) = -20908.7914
- HOMO energy (eV) = -9.27
- F_max (eV/Å) = 5.08
- SMILES string = C=C(C)CCC=O.O.O.O.O.O.O
- multiplicity = 1
- energy above the lowest of the compared OMol25 structures with the same formula, charge and spin (kJ/mol) = 407.57


Record 5
The following is a quantum chemistry calculation of a 4-piece molecular cluster, C6H23N2O3 overall at a distorted geometry, from OMol25.

```
34
Properties=species:S:1:pos:R:3
C 0.675 -1.070 -1.117
N 2.121 -1.287 -1.008
C 3.004 -0.094 -0.570
C 2.353 1.263 -0.295
C -0.079 -1.378 0.126
N -1.117 -0.388 0.559
C -1.680 -0.677 1.948
C -0.678 -2.795 0.046
H 0.496 0.013 -1.335
H 0.326 -1.697 -1.938
H 2.468 -1.559 -1.915
H 3.514 -0.638 0.237
H 3.699 -0.078 -1.408
H 1.258 1.360 -0.332
H 2.878 1.996 -0.881
H 2.600 1.378 0.764
H 0.556 -1.511 1.077
H -0.748 0.555 0.437
H -1.887 -0.214 -0.105
H -2.615 -0.125 1.931
H -0.966 -0.416 2.726
H -2.060 -1.687 2.037
H 0.013 -3.597 -0.179
H -1.455 -2.702 -0.705
H -1.127 -3.023 1.029
H -2.418 2.452 -0.152
H -2.858 2.199 1.288
O -2.106 2.102 0.693
H -0.171 3.256 1.534
H 1.343 3.077 1.855
O 0.515 2.610 1.721
H -2.710 0.667 -2.447
H -1.554 -0.211 -2.914
O -1.841 0.338 -2.175
```

Computed properties:
- electronic energy (eV) = -15710.5995
- HOMO energy (eV) = -11.74
- net charge = +1
- F_max (eV/Å) = 4.14
- multiplicity = 1
- energy above the lowest of the compared OMol25 structures with the same formula, charge and spin (kJ/mol) = 222.92


Record 6
The following is a quantum chemistry calculation of a 5-piece molecular cluster, C6H23NO5 overall at a distorted geometry, from OMol25.

```
35
Properties=species:S:1:pos:R:3
C -2.539 0.015 1.571
N -1.185 -0.471 1.553
C -1.143 -1.690 0.714
C 0.213 -1.926 -0.002
C 0.550 -0.986 -1.155
C -0.471 -0.594 -2.178
C -0.264 -1.294 -3.514
O 0.643 -0.595 -4.354
H -2.947 0.342 0.596
H -3.208 -0.766 1.965
H -2.704 0.797 2.317
H -0.447 0.061 1.112
H -1.949 -1.759 -0.028
H -1.267 -2.624 1.283
H 0.963 -1.987 0.792
H 0.119 -2.979 -0.340
H 1.418 -1.455 -1.660
H 0.996 -0.093 -0.700
H -1.506 -0.795 -1.861
H -0.397 0.502 -2.302
H -1.207 -1.317 -4.080
H 0.104 -2.318 -3.422
H 1.220 -0.039 -3.821
O 3.455 0.972 1.057
H 2.559 1.076 1.394
H 3.964 0.617 1.781
O 0.501 1.861 0.820
H 0.815 2.054 1.711
H 1.241 2.072 0.219
O 0.419 4.489 -0.037
H 0.525 3.561 0.262
H -0.543 4.524 -0.114
O 0.934 0.465 3.224
H 1.006 0.354 4.172
H 0.133 -0.075 3.027
```

Computed properties:
- electronic energy (eV) = -18321.8077
- HOMO energy (eV) = -9.44
- F_max (eV/Å) = 2.43
- SMILES string = CNCCCCCO.O.O.O.O
- multiplicity = 1
- energy above the lowest of the compared OMol25 structures with the same formula, charge and spin (kJ/mol) = 137.09


Record 7
The following is a quantum chemistry calculation of a 5-piece molecular cluster, C6H23NO5 overall at a distorted geometry, from OMol25.

```
35
Properties=species:S:1:pos:R:3
C 2.782 -0.754 -2.244
O 2.132 0.492 -2.649
C 0.781 0.473 -2.229
C -0.148 -0.712 -2.650
C -0.253 -0.956 -4.149
N -1.460 -0.439 -2.121
H 2.546 -1.550 -2.949
H 2.679 -0.942 -1.175
H 3.840 -0.507 -2.338
H 0.626 0.627 -1.161
H 0.304 1.348 -2.671
H 0.224 -1.568 -2.086
H -0.966 -0.383 -4.742
H -0.487 -2.013 -4.279
H 0.686 -0.758 -4.667
H -2.193 -1.094 -2.353
H -1.777 0.496 -2.337
C 0.122 1.729 3.072
C -0.242 1.043 4.401
O -0.490 2.072 5.338
H -0.641 2.416 2.706
H 0.172 0.941 2.320
H 1.088 2.230 3.133
H 0.478 0.307 4.757
H -1.164 0.479 4.263
H -0.535 1.624 6.186
O -2.908 0.299 1.817
H -3.020 0.781 2.636
H -3.690 0.509 1.306
O 1.697 -1.320 1.504
H 1.892 -2.198 1.175
H 0.802 -1.149 1.214
O -0.680 -0.742 0.467
H -0.829 -0.498 -0.446
H -1.366 -0.284 0.953
```

Computed properties:
- electronic energy (eV) = -18321.5968
- HOMO energy (eV) = -9.72
- F_max (eV/Å) = 2.16
- SMILES string = COC[C@H](C)N.CCO.O.O.O
- multiplicity = 1
- energy above the lowest of the compared OMol25 structures with the same formula, charge and spin (kJ/mol) = 157.44


Record 8
The following is a quantum chemistry calculation of C6H24N12O6Ti as an isolated structure at a distorted geometry, from OMol25.

```
49
Properties=species:S:1:pos:R:3
Ti -29.383 11.192 -14.453
C -28.414 14.317 -15.011
O -29.002 13.325 -14.590
N -28.381 15.470 -14.294
N -27.855 14.337 -16.231
H -28.839 15.452 -13.398
H -28.371 16.260 -14.920
H -27.839 13.447 -16.708
H -27.207 15.034 -16.557
C -26.289 10.501 -14.185
O -27.136 10.721 -13.320
N -26.011 9.247 -14.571
N -25.581 11.480 -14.775
H -25.423 9.015 -15.355
H -26.472 8.434 -14.200
H -25.532 12.254 -14.130
H -24.861 11.295 -15.450
C -28.661 10.577 -17.457
O -28.881 9.885 -16.476
N -27.422 10.795 -17.940
N -29.593 11.432 -17.974
H -27.187 11.555 -18.551
H -26.686 10.205 -17.593
H -29.537 11.873 -18.876
H -30.462 11.515 -17.467
C -28.965 13.939 -10.731
O -30.202 13.899 -10.546
N -28.376 13.068 -11.538
N -28.181 15.040 -10.556
H -28.982 12.340 -11.906
H -27.373 13.027 -11.570
H -27.380 15.090 -11.158
H -28.630 15.928 -10.402
C -31.186 10.767 -11.944
O -29.976 10.827 -12.171
N -32.054 9.923 -12.581
N -31.913 11.515 -11.080
H -33.015 9.874 -12.302
H -31.764 9.501 -13.449
H -31.417 12.248 -10.580
H -32.905 11.652 -11.107
C -32.110 12.504 -15.686
O -31.425 11.473 -15.564
N -33.415 12.544 -15.557
N -31.540 13.627 -16.161
H -33.905 13.392 -15.776
H -33.861 11.680 -15.296
H -30.626 13.572 -16.575
H -32.156 14.419 -16.103
```

Computed properties:
- electronic energy (eV) = -59892.3419
- HOMO energy (spin up / spin down) (eV) = -6.48 / -11.81
- net charge = +1
- F_max (eV/Å) = 3.61
- multiplicity = 4
- energy above the lowest of the compared OMol25 structures with the same formula, charge and spin (kJ/mol) = 187.67